{
  "formula": "C19H32N3O6P2S4Ti",
  "method": "ωB97M-V/def2-TZVPD",
  "elements": ["Ti", "S", "S", "S", "S", "P", "P", "O", "O", "O", "O", "O", "O", "N", "N", "N", "C", "C", "C", "C", "C", "C", "C", "C", "C", "C", "C", "C", "C", "C", "C", "C", "C", "C", "C", "H", "H", "H", "H", "H", "H", "H", "H", "H", "H", "H", "H", "H", "H", "H", "H", "H", "H", "H", "H", "H", "H", "H", "H", "H", "H", "H", "H", "H", "H", "H", "H"],
  "coordinates": [[0.1075, -0.0804, 0.2929], [0.4155, 2.6860, -0.5600], [-1.0971, 0.0542, -3.6918], [-2.2872, 0.7783, -0.3844], [2.1135, 0.8591, -2.9548], [0.3667, 1.4197, 3.0358], [2.3563, -0.6015, 1.7128], [-0.2995, 1.2150, 1.6934], [1.0267, 2.8659, 2.9904], [-0.4678, 1.1964, 4.2504], [2.0897, 0.3079, 0.5383], [3.9350, -0.7578, 1.9101], [1.6797, -1.9350, 1.6760], [-1.0244, -1.4592, 1.0355], [1.0797, -0.9181, 4.0752], [0.6543, -1.6309, -1.0286], [-1.2909, -5.1022, 0.3733], [2.3160, 2.6333, -2.6264], [2.8741, 0.8162, 4.1307], [-1.8659, -1.3466, 2.1069], [1.4144, 0.8360, -4.6413], [-2.5330, -2.4272, 2.6545], [-0.0776, 1.1290, -4.7645], [-2.3791, -3.6947, 2.1186], [-0.4338, -5.2075, -0.6978], [1.0587, 3.3525, -2.1461], [-3.1775, 0.7780, -1.9887], [-2.3001, 2.5504, 0.0407], [0.2229, -4.0789, -1.1903], [1.7702, 0.1855, 3.2966], [0.0081, -2.8533, -0.5970], [-1.2623, 3.4024, -0.6750], [-1.5222, -3.8633, 0.9987], [-2.4241, 1.2121, -3.2408], [-0.8586, -2.7236, 0.4913], [-3.1232, 1.2516, -4.0766], [-1.9970, -0.3530, 2.5108], [-0.3903, 0.9760, -5.7975], [3.4151, 1.5448, 3.5297], [1.2820, 4.4057, -1.9734], [-1.8077, -5.9732, 0.7566], [1.9767, 1.5459, -5.2489], [-2.8984, -4.5511, 2.5269], [-3.1775, -2.2639, 3.5075], [-3.3045, 2.9293, -0.1476], [-0.2990, 2.1580, -4.4871], [-1.2453, 4.3998, -0.2360], [-1.5000, 3.4974, -1.7329], [1.6625, -1.3123, 4.8100], [0.2730, 3.2872, -2.8982], [-0.2650, -6.1699, -1.1618], [-2.1204, 2.5529, 1.1116], [0.8456, -1.6663, 3.3966], [-4.0314, 1.4371, -1.8373], [0.9006, -4.1658, -2.0314], [3.1043, 2.6971, -1.8757], [4.1975, -1.6909, 1.9215], [3.5899, 0.0621, 4.4598], [2.6796, 3.0862, -3.5484], [0.2237, -0.4554, 4.4861], [1.0329, 3.2877, 3.8634], [0.5716, -1.5341, -2.0318], [1.6360, -0.1675, -5.0077], [-3.5456, -0.2431, -2.0947], [-1.9823, 2.1983, -3.1105], [2.4583, 1.3233, 5.0036], [1.6505, -1.6918, -0.8212]],
  "lowdin_spin": [1.187, 0.008, 0.004, 0.011, 0.002, 0.005, 0.009, 0.033, 0.001, 0.001, 0.008, 0.001, 0.021, 0.060, 0.002, 0.013, 0.047, 0.000, 0.000, 0.194, 0.000, 0.010, 0.000, 0.229, -0.003, 0.001, 0.002, 0.004, 0.059, 0.002, 0.000, 0.000, 0.014, 0.000, 0.041, 0.000, 0.011, 0.000, 0.000, 0.000, 0.002, 0.000, 0.013, -0.005, 0.000, 0.000, 0.000, 0.000, 0.000, 0.000, -0.001, 0.000, 0.001, 0.000, 0.004, 0.000, 0.000, 0.000, 0.000, 0.001, 0.000, 0.004, 0.000, 0.000, 0.000, 0.000, 0.001],
  "s2": 2.044,
  "gap_ha": [0.2113, 0.3174],
  "lumo_ev": [-2.15, -2.23],
  "charge": 1,
  "multiplicity": 3
}



{
  "formula": "C16H33ClN8O12",
  "method": "ωB97M-V/def2-TZVPD",
  "elements": ["Cl", "O", "O", "O", "O", "O", "O", "O", "O", "O", "O", "O", "O", "N", "N", "N", "N", "N", "N", "N", "N", "C", "C", "C", "C", "C", "C", "C", "C", "C", "C", "C", "C", "C", "C", "C", "C", "H", "H", "H", "H", "H", "H", "H", "H", "H", "H", "H", "H", "H", "H", "H", "H", "H", "H", "H", "H", "H", "H", "H", "H", "H", "H", "H", "H", "H", "H", "H", "H", "H"],
  "coordinates": [[-1.0373, -1.1064, -1.5735], [-7.4629, 0.3185, -6.4978], [-4.6516, -4.7496, -0.8794], [5.5524, 3.7634, 2.4810], [-4.0618, -3.1573, 0.4444], [-4.0549, -2.4118, -4.8158], [6.1239, 6.8633, -0.9591], [5.5815, 5.8922, 2.7936], [-8.7706, 1.7659, -5.5818], [3.2560, 1.6304, 1.2177], [-4.0129, -0.3121, -4.3547], [4.5489, 0.1043, 0.4297], [5.7469, 4.8075, -1.4806], [4.1622, 0.8204, 1.3264], [-7.8061, 1.0315, -5.5771], [6.4585, 5.7043, -1.0711], [-3.6212, -1.2901, -4.9638], [1.9297, -4.6207, 2.8724], [-4.3645, -3.5969, -0.6502], [5.1253, 4.8883, 2.2955], [2.1257, -1.1593, 4.1431], [0.3575, -1.5278, 2.2602], [-0.9070, -3.0686, 4.8293], [-2.5297, -1.0768, -5.9505], [-1.5802, -3.9282, 3.7631], [0.0817, -3.0371, 1.9312], [-1.4247, -0.1501, -0.1090], [7.8469, 5.3564, -0.6581], [-6.9773, 1.0100, -4.3404], [-0.1814, 0.3643, 0.5946], [-4.3780, -2.6485, -1.7968], [1.3607, -1.3281, 3.3047], [3.9659, 5.0102, 1.3722], [0.8132, -0.7139, 1.0164], [1.1158, -3.9316, 2.4492], [4.8137, 0.7124, 2.6587], [-1.3290, -3.5335, 2.3030], [-2.6593, -3.8638, 3.9236], [-6.6161, 2.0213, -4.1787], [-5.3809, -2.6453, -2.2114], [0.1511, -3.1091, 0.8436], [1.7520, -0.2133, 1.2310], [-1.3269, -4.9798, 3.9057], [-4.0959, -1.6736, -1.4195], [0.1716, -3.2192, 4.8709], [-2.0530, -2.7919, 1.9624], [-0.5074, 0.9549, 1.4563], [5.5855, -0.0450, 2.5983], [-2.0421, 0.6786, -0.4477], [-2.8953, -0.3615, -6.6810], [3.7014, 6.0580, 1.2946], [7.9475, 5.6329, 0.3878], [3.1524, 4.4174, 1.7798], [-3.6684, -3.0135, -2.5300], [0.9997, -1.3678, 0.1656], [-1.6851, -0.6643, -5.4062], [4.2782, 4.6062, 0.4134], [-6.1613, 0.3154, -4.4891], [5.2114, 1.6991, 2.8706], [-1.3070, -3.3156, 5.8125], [-1.5062, -4.4168, 1.6866], [-7.6239, 0.7061, -3.5225], [4.0409, 0.4378, 3.3728], [-2.2934, -2.0317, -6.4033], [7.9872, 4.2933, -0.8094], [0.3345, 1.0569, -0.0734], [-2.0455, -0.7813, 0.5279], [-0.5769, -1.1049, 2.6339], [8.5216, 5.9456, -1.2716], [-1.0935, -2.0050, 4.6636]],
  "nbo_charge": [-0.095, -0.379, -0.365, -0.415, -0.404, -0.368, -0.370, -0.360, -0.377, -0.422, -0.401, -0.366, -0.386, 0.543, 0.535, 0.533, 0.542, -0.303, 0.537, 0.541, -0.337, -0.336, -0.618, -0.483, -0.409, -0.310, -0.361, -0.487, -0.491, -0.420, -0.481, 0.317, -0.494, -0.387, 0.279, -0.498, -0.381, 0.213, 0.232, 0.239, 0.258, 0.241, 0.212, 0.226, 0.221, 0.215, 0.217, 0.229, 0.222, 0.242, 0.232, 0.242, 0.244, 0.245, 0.224, 0.242, 0.253, 0.243, 0.259, 0.222, 0.227, 0.231, 0.254, 0.236, 0.234, 0.231, 0.212, 0.251, 0.237, 0.190],
  "gap_ha": 0.3950,
  "lumo_ev": -0.49
}



{
  "formula": "C27H48I2N2ORhSi4Te",
  "method": "ωB97M-V/def2-TZVPD",
  "elements": ["I", "I", "Te", "Rh", "Si", "Si", "Si", "Si", "O", "N", "N", "C", "C", "C", "C", "C", "C", "C", "C", "C", "C", "C", "C", "C", "C", "C", "C", "C", "C", "C", "C", "C", "C", "C", "C", "C", "C", "C", "H", "H", "H", "H", "H", "H", "H", "H", "H", "H", "H", "H", "H", "H", "H", "H", "H", "H", "H", "H", "H", "H", "H", "H", "H", "H", "H", "H", "H", "H", "H", "H", "H", "H", "H", "H", "H", "H", "H", "H", "H", "H", "H", "H", "H", "H", "H", "H"],
  "coordinates": [[-8.8974, -3.0263, -0.5329], [-3.2292, -4.8569, -0.9049], [0.4063, 0.4329, -1.4479], [-1.7106, 0.5694, 0.0476], [3.1286, -2.1435, -0.1607], [2.6479, 0.1396, -0.4116], [3.1248, 1.2679, 1.5710], [4.0883, 0.9455, -2.0734], [-2.8812, -1.5912, -0.7597], [-4.1801, 1.1744, -0.1888], [-1.8150, 2.8473, 0.0980], [-3.5881, -1.0501, 2.2414], [3.6045, 2.6901, -2.5947], [-0.6553, 3.4953, 0.0578], [-1.8585, -1.4013, 0.3460], [-2.8189, 3.2598, -0.6683], [4.9885, -2.4858, -0.1068], [-1.1530, -1.1052, 2.6514], [3.1972, 3.1427, 1.3403], [2.3823, -2.8289, 1.4250], [-0.4425, 4.6040, -0.7459], [2.4173, -3.1028, -1.6081], [1.8862, 0.9032, 2.9334], [-6.8557, -2.5970, -0.6573], [-6.4417, -1.3051, -0.9632], [-5.0941, -0.9968, -1.0059], [-4.1740, 2.6109, -0.4546], [-4.1359, -1.9934, -0.7197], [-2.2789, -1.7118, 1.8019], [4.8307, 0.7520, 2.2042], [-4.6255, 0.3930, -1.3611], [3.9461, -0.1783, -3.5792], [-5.9320, -3.6100, -0.4798], [-2.3464, -3.2049, 2.1486], [-1.4727, 5.0081, -1.5781], [-2.6813, 4.3310, -1.5440], [-4.5728, -3.3110, -0.5352], [5.9140, 1.0153, -1.5791], [-1.0880, -0.0283, 2.4811], [2.8529, -2.3932, 2.3100], [5.6149, 0.9881, 1.4818], [1.3689, -2.8363, -1.7576], [-3.6929, -1.1481, 3.3263], [5.4676, -2.1667, -1.0353], [5.4728, -1.9564, 0.7167], [4.0797, 2.9478, -3.5462], [4.5337, -1.0899, -3.4413], [-4.8058, 2.8487, -1.3195], [-1.4218, -3.7100, 1.8584], [6.5344, 1.2692, -2.4444], [5.0617, 1.2702, 3.1403], [2.5029, -3.9153, 1.4738], [6.0799, 1.7799, -0.8158], [0.8650, 1.0728, 2.5852], [-4.4673, -1.5082, 1.7835], [3.7486, 3.5980, 2.1686], [-3.5737, 0.0133, 2.0012], [-3.7900, 0.3382, -2.0598], [4.8704, -0.3226, 2.3973], [2.2023, 3.5897, 1.3170], [-2.4781, -3.3307, 3.2286], [-3.1745, -3.7088, 1.6574], [-3.5043, 4.6183, -2.1863], [-0.1853, -1.5381, 2.3969], [-4.6180, 3.1219, 0.4055], [-6.2560, -4.6273, -0.3078], [5.1817, -3.5559, 0.0181], [2.9511, -2.8680, -2.5316], [1.9521, -0.1382, 3.2566], [0.1291, 3.0786, 0.6751], [2.0722, 1.5440, 3.8011], [-1.3324, 5.8367, -2.2617], [6.2653, 0.0627, -1.1780], [1.3148, -2.6079, 1.4639], [0.5218, 5.0931, -0.7522], [4.3109, 0.3272, -4.4781], [-1.3440, -1.2965, 3.7131], [-5.4631, 0.9080, -1.8557], [3.9170, 3.4285, -1.8528], [2.9052, -0.4657, -3.7425], [-1.0193, -2.0344, 0.0473], [-7.1739, -0.5354, -1.1772], [-4.8210, 0.9770, 0.5692], [2.4886, -4.1805, -1.4322], [2.5212, 2.7590, -2.7131], [3.7011, 3.4096, 0.4099]],
  "lowdin_charge": [0.813, 0.968, 0.474, 0.232, 0.317, -0.036, 0.323, 0.296, -0.138, -0.067, -0.006, -0.055, -0.234, -0.178, -0.318, -0.275, -0.225, -0.083, -0.208, -0.215, -0.062, -0.227, -0.219, -0.746, -0.117, -0.137, -0.159, -0.369, -0.584, -0.223, -0.149, -0.231, -0.237, -0.092, -0.070, -0.033, -0.629, -0.226, 0.050, 0.018, 0.011, 0.005, 0.082, 0.008, 0.010, 0.022, 0.016, 0.108, 0.075, 0.022, 0.023, 0.027, 0.013, 0.003, 0.075, 0.026, 0.057, 0.125, 0.010, 0.005, 0.079, 0.003, 0.105, 0.058, 0.129, 0.076, 0.023, 0.013, 0.018, 0.071, 0.028, 0.103, 0.006, -0.002, 0.103, 0.021, 0.085, 0.110, 0.006, 0.012, 0.063, 0.096, 0.102, 0.024, -0.002, 0.003],
  "gap_ha": 0.1816,
  "lumo_ev": 1.96,
  "charge": -1
}



{
  "formula": "C3H7N5",
  "method": "ωB97M-V/def2-TZVPD",
  "elements": ["N", "N", "N", "N", "N", "C", "C", "C", "H", "H", "H", "H", "H", "H", "H"],
  "coordinates": [[1.1172, -1.4080, 0.2277], [2.1845, 0.7013, -0.2858], [-0.3116, -1.8666, 0.3001], [-0.9447, 1.8529, 0.1751], [-2.2242, -0.5194, -0.4509], [1.1789, -0.0422, 0.0906], [-1.1725, -0.7027, 0.2228], [-0.2648, 0.5112, 0.5958], [-0.9751, 1.6733, -0.8741], [-0.2708, 2.6296, 0.2042], [3.1487, 0.4896, -0.5204], [-0.5885, -2.3843, -0.7135], [0.1971, 0.4243, 1.6212], [1.6036, -1.7364, -0.5608], [-2.6777, 0.3773, -0.0319]],
  "nbo_charge": [-0.470, -0.761, -0.453, -0.811, -0.673, 0.443, 0.412, -0.197, 0.363, 0.382, 0.382, 0.376, 0.240, 0.385, 0.382],
  "gap_ha": 0.3688,
  "lumo_ev": 0.69
}